Record 1
DFT (ωB97M-V/def2-TZVPD) results for a 2-piece molecular cluster, C4H12N2O2 overall.

Geometry as ORCA input:
```
! RIJCOSX wB97M-V def2-TZVPD def2/J DEFGRID3
* xyz 0 1
N -2.977 0.904 -0.229
C -1.551 1.213 -0.089
C -0.887 0.418 1.041
N -0.144 -0.728 0.482
C 1.104 -0.379 -0.126
C 2.284 0.142 0.630
O 2.472 -0.023 1.808
H -3.675 1.399 0.307
H -3.149 -0.087 -0.102
H -1.485 2.293 0.011
H -1.176 0.850 -1.041
H -1.676 -0.024 1.643
H -0.280 1.053 1.708
H -0.100 -1.448 1.188
H 1.403 -1.174 -0.820
H 0.939 0.385 -0.899
H 2.999 0.673 -0.038
H 0.114 -1.670 -3.572
H -0.791 -1.316 -2.449
O 0.150 -1.333 -2.666
*
```

Results
- SMILES: NCCNCC=O.O
- LUMO: 0.68 eV
- Frontier orbital gap: 9.3 eV
- HOMO level: -8.65 eV
- Relative energy (zero: lowest compared OMol25 entry of this formula, charge and spin): 60.1 kcal per mole
- Total energy: -11416.610 eV

natural (NBO) atomic charge list, values in e, 6 entries: number 1, N, carries -0.86; number 2, C, carries -0.23; number 3, C, carries -0.24; number 4, N, carries -0.63; number 5, C, carries -0.37; number 6, C, carries 0.43

Record 2
DFT (ωB97M-V/def2-TZVPD) results for a single C20H15N3O5S molecule.

Geometry as ORCA input:
```
! RIJCOSX wB97M-V def2-TZVPD def2/J DEFGRID3
* xyz 0 1
N -0.010 -1.732 4.633
O 6.856 -0.433 -0.682
O 3.015 0.145 -1.428
O -1.242 -2.326 0.523
C 0.029 -1.453 3.510
O -5.378 0.854 0.172
O 5.162 -1.631 -1.673
S 2.775 -0.666 2.239
C 5.762 -1.005 -0.633
C 2.683 -0.327 -0.334
C -1.159 -1.491 1.432
C -5.669 2.193 0.359
C -4.830 2.717 1.320
C -3.869 1.704 1.615
C -4.257 0.590 0.886
C 5.019 -0.940 0.614
C 0.056 -1.141 2.123
C 3.642 -0.631 0.714
C 1.210 -0.753 1.423
C -1.873 1.343 -2.003
C -1.375 1.943 -0.852
C -1.316 0.155 -2.478
C -0.297 1.398 -0.187
C -0.247 -0.411 -1.780
C 0.320 0.205 -0.658
N 1.338 -0.408 0.058
N -2.310 -0.713 1.704
C 5.848 -1.496 -2.919
C -3.569 -0.731 0.937
H -6.524 2.734 -0.118
H -4.891 3.705 1.763
H -2.977 1.836 2.246
H 5.581 -1.125 1.496
H -2.673 1.810 -2.578
H -1.792 2.872 -0.551
H -1.709 -0.269 -3.396
H 0.107 1.883 0.699
H 0.206 -1.350 -2.173
H -2.239 -0.035 2.442
H 5.363 -2.164 -3.634
H 6.913 -1.809 -2.858
H 5.836 -0.476 -3.284
H -3.296 -1.050 -0.099
H -4.220 -1.523 1.409
*
```

Results
- SMILES: COC(=O)/C=c1/s/c(=C(\C#N)C(=O)NCc2ccco2)n(-c2ccccc2)c1=O
- LUMO: -1.29 eV
- Frontier orbital gap: 7.5 eV
- HOMO level: -8.80 eV
- Relative energy (zero: lowest compared OMol25 entry of this formula, charge and spin): 0.0 kcal per mole
- Total energy: -46523.962 eV

natural (NBO) atomic charge list, values in e, 6 entries: number 1, N, carries -0.29; number 2, O, carries -0.57; number 3, O, carries -0.52; number 4, O, carries -0.59; number 5, C, carries 0.27; number 6, O, carries -0.40

Record 3
DFT (ωB97M-V/def2-TZVPD) results for C2H8HgNP as an isolated structure.

Geometry as ORCA input:
```
! RIJCOSX wB97M-V def2-TZVPD def2/J DEFGRID3
* xyz 2 1
N -0.619 -2.559 -0.857
C -0.418 -1.203 -0.956
C -0.806 -0.093 0.214
P 0.836 0.923 0.474
H -0.254 -2.939 -1.776
H 0.046 -0.763 -1.964
H -1.645 0.631 -0.219
H -1.147 -0.591 1.231
H 0.817 0.678 1.893
H 0.173 2.033 -0.198
H 1.540 -0.040 -0.380
H 2.036 1.745 0.550
Hg -0.558 2.178 1.987
*
```

Results
- LUMO: -13.81 eV
- Frontier orbital gap: 4.7 eV
- HOMO level: -18.50 eV
- Total energy: -17129.304 eV

natural (NBO) atomic charge list, values in e, 6 entries: number 1, N, carries -0.40; number 2, C, carries 0.00; number 3, C, carries -0.67; number 4, P, carries 0.22; number 5, H, carries 0.39; number 6, H, carries 0.22

Record 4
DFT (ωB97M-V/def2-TZVPD) results for C29H35N5O2V as an isolated structure.

Geometry as ORCA input:
```
! RIJCOSX wB97M-V def2-TZVPD def2/J DEFGRID3
* xyz 0 4
V 1.014 -0.244 -0.358
C 3.400 2.477 3.317
O 2.539 1.971 2.294
C 1.242 2.038 2.703
C 0.772 3.175 3.368
C -0.572 3.322 3.696
C -1.515 2.334 3.389
C -1.068 1.156 2.826
C 0.248 1.027 2.333
N 0.638 -0.041 1.553
N -0.403 -0.755 1.042
C -0.351 -2.129 1.102
C 0.928 -2.834 0.884
O 1.964 -2.272 0.363
C 0.932 -4.218 1.227
C -0.253 -4.818 1.652
C -1.537 -4.225 1.670
C -2.726 -4.917 2.059
C -3.938 -4.254 2.025
C -3.978 -2.869 1.830
C -2.844 -2.184 1.462
C -1.592 -2.802 1.342
H 2.936 2.264 4.312
H 3.568 3.565 3.174
H 4.372 1.942 3.280
H 1.476 3.980 3.588
H -0.871 4.243 4.168
H -2.546 2.499 3.597
H -1.767 0.336 2.610
H 1.875 -4.782 1.067
H -0.197 -5.870 2.033
H -2.705 -5.977 2.306
H -4.828 -4.827 2.197
H -4.957 -2.389 1.865
H -2.856 -1.068 1.375
C -2.497 2.480 -1.242
N -1.936 1.569 -2.221
C -2.371 1.881 -3.600
C -2.047 0.157 -1.904
C -0.969 -0.717 -2.610
C -1.229 -1.180 -3.862
C -0.207 -1.866 -4.571
C 1.001 -2.221 -3.990
C 1.200 -1.817 -2.661
C 0.274 -0.978 -2.050
H -3.620 2.435 -1.143
H -2.308 3.528 -1.530
H -2.043 2.309 -0.262
H -3.384 1.554 -3.850
H -1.663 1.411 -4.326
H -2.303 2.985 -3.769
H -3.058 -0.242 -2.145
H -1.895 0.021 -0.803
H -2.250 -1.005 -4.300
H -0.370 -2.118 -5.604
H 1.774 -2.758 -4.528
H 2.032 -2.179 -2.095
N 0.939 1.631 -1.363
C 1.906 2.664 -0.852
C 3.424 2.336 -1.110
C 3.853 0.883 -1.063
N 3.102 0.006 -0.117
H 1.308 1.393 -2.312
H 0.017 2.004 -1.645
H 1.786 2.906 0.218
H 1.741 3.549 -1.459
H 3.994 2.922 -0.399
H 3.753 2.789 -2.057
H 4.939 0.901 -0.796
H 3.821 0.484 -2.102
H 3.273 0.344 0.840
H 3.613 -0.913 -0.064
*
```

Results
- LUMO (alpha / beta): 0.31 / -0.97 eV
- Frontier orbital gap (alpha / beta): 6.7 / 5.6 eV
- HOMO level (alpha / beta): -6.43 / -6.55 eV
- Relative energy (zero: lowest compared OMol25 entry of this formula, charge and spin): 0.0 kcal per mole
- Total energy: -67871.183 eV

Löwdin atomic charge list, values in e, 6 entries: number 1, V, carries 0.88; number 2, C, carries -0.08; number 3, O, carries -0.14; number 4, C, carries -0.25; number 5, C, carries -0.05; number 6, C, carries -0.11

Record 5
DFT (ωB97M-V/def2-TZVPD) results for a single C9H18O molecule.

Geometry as ORCA input:
```
! RIJCOSX wB97M-V def2-TZVPD def2/J DEFGRID3
* xyz 0 1
C 2.371 -0.948 0.132
C 1.619 0.113 -0.625
C 1.349 1.401 0.146
C -0.095 1.751 0.578
C -0.878 0.571 1.096
C -0.927 -0.517 -0.031
C -2.366 -0.330 -0.593
C -0.839 -1.989 0.460
C 0.199 -0.379 -1.103
H 1.992 -1.076 1.148
H 2.419 -1.874 -0.387
H 3.428 -0.605 0.253
H 2.213 0.289 -1.499
H 1.973 1.366 1.098
H 1.696 2.259 -0.399
H -0.010 2.453 1.392
H -0.455 3.140 -0.737
H -0.408 0.148 2.032
H -1.943 0.857 1.314
H -3.039 -0.278 0.235
H -2.500 0.581 -1.149
H -2.662 -1.181 -1.238
H 0.164 -2.366 0.513
H -1.298 -2.125 1.512
H -1.344 -2.676 -0.225
H -0.103 0.419 -1.784
H 0.317 -1.309 -1.646
O -0.872 2.305 -0.493
*
```

Results
- SMILES: C[C@@H]1C[C@@H](O)CC(C)(C)C1
- LUMO: 0.79 eV
- Frontier orbital gap: 10.9 eV
- HOMO level: -10.06 eV
- Relative energy (zero: lowest compared OMol25 entry of this formula, charge and spin): 12.1 kcal per mole
- Total energy: -11672.052 eV

natural (NBO) atomic charge list, values in e, 6 entries: number 1, C, carries -0.60; number 2, C, carries -0.22; number 3, C, carries -0.42; number 4, C, carries 0.10; number 5, C, carries -0.42; number 6, C, carries -0.05

Record 6
DFT (ωB97M-V/def2-TZVPD) results for a 17-piece molecular cluster, H34O17 overall.

Geometry as ORCA input:
```
! RIJCOSX wB97M-V def2-TZVPD def2/J DEFGRID3
* xyz 0 1
O 0.516 -0.871 2.989
H 0.193 -0.416 2.194
H 0.741 -1.755 2.740
O -2.739 0.565 0.957
H -3.331 0.391 0.216
H -1.872 0.240 0.679
O 1.472 -2.728 -2.396
H 0.981 -3.441 -2.838
H 1.818 -2.387 -3.235
O -0.048 -1.412 -0.606
H -0.184 -1.821 -1.468
H 0.912 -1.562 -0.538
O 3.210 5.167 0.304
H 3.076 4.246 0.045
H 2.995 5.054 1.250
O -2.451 0.209 -4.620
H -2.303 -0.745 -4.577
H -2.486 0.300 -5.581
O 2.318 4.495 2.890
H 1.381 4.556 3.085
H 2.744 4.038 3.618
O 4.227 0.039 -0.176
H 5.133 0.325 -0.130
H 3.764 0.147 -1.001
O -1.390 1.022 4.374
H -0.694 0.439 4.045
H -2.133 0.906 3.772
O 0.279 0.662 0.827
H 0.085 0.816 -0.102
H 0.881 1.319 1.188
O -1.602 -3.791 -2.869
H -1.922 -4.384 -3.547
H -1.868 -3.988 -1.973
O 0.698 3.684 -0.769
H 0.213 4.017 -0.013
H 1.299 4.386 -1.039
O -3.464 -1.762 2.051
H -3.191 -0.877 1.720
H -2.639 -2.223 2.243
O 2.712 -2.481 0.311
H 2.856 -3.410 0.100
H 3.623 -2.167 0.398
O -0.809 3.165 -3.809
H -0.609 2.291 -4.164
H -1.218 2.936 -2.967
O -3.010 -1.257 -1.425
H -3.388 -1.515 -0.578
H -2.446 -1.891 -1.862
O -1.043 -2.932 3.350
H -0.899 -2.696 4.259
H -0.389 -2.907 2.677
*
```

Results
- LUMO: -0.38 eV
- Frontier orbital gap: 9.8 eV
- HOMO level: -10.20 eV
- Relative energy (zero: lowest compared OMol25 entry of this formula, charge and spin): 72.4 kcal per mole
- Total energy: -35358.873 eV

natural (NBO) atomic charge list, values in e, 6 entries: number 1, O, carries -0.98; number 2, H, carries 0.50; number 3, H, carries 0.46; number 4, O, carries -0.95; number 5, H, carries 0.49; number 6, H, carries 0.50